No. 1
2 unconnected molecules or ions with the total composition C8H12O2 at a distorted geometry, computed with ωB97M-V/def2-TZVPD.

The geometry in XYZ format:
```
22
Properties=species:S:1:pos:R:3:forces:R:3:nbo_charge:R:1
C -2.2965 1.3909 0.4183 0.5 -0.3 -0.8 -0.5376
C -1.9145 0.1705 0.0290 -0.5 -2.6 2.6 0.2036
O -2.3437 -0.7987 -0.8069 0.6 -0.8 -0.3 -0.5787
C -1.3946 -1.1805 0.5053 -1.5 5.5 -0.6 0.7374
O -1.5340 -1.8988 1.4311 0.3 -1.2 -0.5 -0.5373
H -1.8523 1.8498 1.2851 0.0 -0.1 0.1 0.2181
H -2.9726 1.9768 -0.1875 0.0 0.0 -0.1 0.2164
C 1.5143 -1.8279 0.7690 -0.7 0.1 0.8 -0.6383
C 0.5726 -1.1679 -0.1998 0.3 1.8 -1.7 -0.3486
C 0.5020 0.2377 -0.4131 2.5 -2.2 0.2 0.3297
C 0.4240 0.7947 -1.8021 -1.3 0.0 0.3 -0.6891
C 1.0011 1.1709 0.6558 -0.5 -0.1 -0.2 -0.7074
H 1.0497 -1.9031 1.7538 0.1 -0.1 0.2 0.2344
H 2.4450 -1.2749 0.8838 0.0 0.1 -0.1 0.2096
H 1.7513 -2.8449 0.4587 -0.1 0.1 -0.1 0.2314
H 0.4197 -1.7510 -1.1041 -0.2 0.1 -0.1 0.2282
H -0.0599 0.0881 -2.4737 0.2 -0.1 -0.1 0.2408
H 1.4309 1.0360 -2.1543 0.0 -0.2 0.1 0.2447
H -0.1674 1.7106 -1.8113 0.1 0.1 0.0 0.2294
H 2.0941 1.1622 0.6720 0.0 -0.1 0.0 0.2423
H 0.6463 0.8682 1.6408 0.1 0.0 0.0 0.2403
H 0.6845 2.1912 0.4502 0.0 0.0 0.1 0.2305
```
Positions in Å, forces in eV/Å.

## Properties
- Total charge: 0
- Lowest unoccupied orbital energy (alpha / beta): -0.79 / -0.79 eV
- E: -12580.4853 eV
- Energy above the lowest of the compared OMol25 structures with the same formula, charge and spin: 477.9 kJ/mol
- SMILES string: C=C1OC1=O.CC=C(C)C

No. 2
2 unconnected molecules or ions with the total composition C3H7Cl2PS at a distorted geometry, computed with ωB97M-V/def2-TZVPD.

The geometry in XYZ format:
```
14
Properties=species:S:1:pos:R:3:forces:R:3:nbo_charge:R:1
C -0.4737 1.4290 0.6025 -1.2 0.4 -0.2 -0.6370
C -0.2352 0.1172 1.3000 0.7 -0.1 2.0 -0.5589
C 0.5065 -2.4746 0.8386 1.0 -0.9 -0.4 -0.6916
P 0.8234 1.1539 -2.8558 -0.7 0.6 -0.6 0.5785
S 0.8328 -0.9429 0.3072 -0.2 1.4 -0.1 0.3763
Cl 0.2936 -0.6568 -3.5062 0.2 -0.9 0.0 -0.2647
Cl -0.7465 2.1291 -3.8273 0.5 0.2 0.4 -0.3157
H -0.0249 2.3292 1.0516 -0.9 -0.4 0.5 0.2246
H 0.0671 1.4162 -0.2945 0.8 -0.2 -1.6 0.2098
H -1.5278 1.4999 0.2370 0.7 0.5 0.7 0.2263
H -1.0885 -0.4575 1.6428 -0.6 0.0 -0.8 0.2256
H 0.2153 0.2870 2.3025 0.4 0.0 -0.7 0.2173
H 0.0509 -2.7445 1.7622 -0.3 0.0 0.4 0.2058
H 1.3070 -3.0853 0.4394 -0.3 -0.7 0.1 0.2035
```
Positions in Å, forces in eV/Å.

## Properties
- Total charge: 0
- Lowest unoccupied orbital energy (alpha / beta): -1.35 / 0.37 eV
- E: -48391.4869 eV
- Energy above the lowest of the compared OMol25 structures with the same formula, charge and spin: 305.4 kJ/mol